(1)
Computed, not measured: the ion C4H13N2O with charge +1 in a non-equilibrium geometry, with ωB97M-V with the def2-TZVPD basis set.

The geometry in XYZ format:
```
20
Properties=species:S:1:pos:R:3:forces:R:3
C -1.356 0.566 2.289 2.088 -2.034 -0.961
C -1.101 0.236 0.800 -0.705 1.605 1.547
N 0.315 -0.145 0.559 -0.959 -3.686 0.868
C 0.770 -0.326 -0.865 1.365 5.346 -0.539
C 0.204 -1.389 -1.686 -2.561 -0.218 -0.544
N 0.512 1.350 -1.230 0.992 -3.848 0.567
O 2.126 -0.561 -0.854 -0.498 -1.259 0.408
H -2.366 0.573 2.543 -1.804 0.468 -0.021
H -0.968 -0.251 2.925 0.276 0.542 -0.050
H -0.875 1.499 2.429 0.335 0.894 0.966
H -1.306 1.157 0.284 0.361 0.130 -0.577
H -1.818 -0.450 0.462 -0.322 -1.617 -0.722
H 0.923 0.474 1.008 1.079 2.316 0.370
H 0.597 -0.969 1.156 -0.872 0.059 -0.978
H 0.679 -1.455 -2.645 0.565 0.213 -0.279
H -0.863 -1.282 -1.903 0.017 0.272 0.193
H 0.281 -2.345 -1.212 0.391 -0.634 0.497
H 0.106 1.402 -2.169 0.865 0.311 0.209
H 1.490 1.700 -1.107 -1.363 0.069 -1.091
H 2.651 0.216 -0.785 0.751 1.074 0.138
```
Positions in Å, forces in eV/Å.

Results
E_LUMO   -3.222 eV
Molar mass   105.161 g/mol
Total charge   +1
Kohn-Sham gap   11.36 eV


(2)
Computed, not measured: a cluster of 2 separate species, C4H13N2O in total in a non-equilibrium geometry, with ωB97M-V with the def2-TZVPD basis set.

The geometry in XYZ format:
```
20
Properties=species:S:1:pos:R:3:forces:R:3
C -1.719 -0.323 0.469 0.474 -2.303 0.268
C -0.772 -0.093 1.605 -0.619 -0.470 3.264
C 0.315 0.926 1.514 1.543 2.843 -2.472
C 0.719 1.929 0.600 -0.971 -2.916 2.356
N 0.580 1.539 -0.778 1.925 -1.067 -0.361
N -0.803 -0.835 -0.675 -0.364 2.633 0.199
H -2.430 -1.194 0.695 0.701 1.726 -0.259
H -2.172 0.616 0.182 -0.398 -0.162 -0.481
H -0.516 -1.101 2.066 0.561 1.048 -0.895
H -1.246 0.333 2.599 -0.129 -0.708 -2.139
H 0.875 0.924 2.395 0.324 0.634 1.776
H 1.223 2.902 0.912 -0.335 -1.741 -0.526
H 0.710 2.312 -1.388 -0.279 0.825 -0.758
H 1.462 0.935 -0.980 -1.889 1.308 0.327
H -1.390 -1.197 -1.426 0.588 -0.490 0.099
H 0.021 -1.432 -0.377 -1.458 0.505 -0.725
H -0.415 0.176 -0.996 0.212 -1.647 0.301
H 1.237 -2.805 -2.612 -0.206 0.992 1.702
H 2.270 -2.083 -1.812 0.785 0.253 0.334
O 1.333 -2.243 -1.777 -0.465 -1.263 -2.010
```
Positions in Å, forces in eV/Å.

Results
E_LUMO   -2.996 eV
Molar mass   105.161 g/mol
Total charge   +1
Kohn-Sham gap   9.36 eV


(3)
Computed, not measured: a cluster of 2 separate species, C4H13N2O in total in a non-equilibrium geometry, with ωB97M-V with the def2-TZVPD basis set.

The geometry in XYZ format:
```
20
Properties=species:S:1:pos:R:3:forces:R:3
C -1.708 -0.177 0.341 0.626 0.389 0.628
C -1.036 0.809 -0.606 -0.614 1.642 0.692
C -0.200 0.262 -1.754 -1.090 -0.956 0.995
C 2.091 -0.098 -1.917 -0.863 0.021 0.207
N 1.044 -0.306 -1.233 0.187 0.269 -0.440
N -0.612 -0.955 1.059 -0.465 0.981 -0.723
H -2.474 -0.861 -0.021 0.335 -0.003 -0.433
H -2.165 0.425 1.123 -0.290 -0.062 0.103
H -1.790 1.542 -0.913 -0.418 -0.694 -0.738
H -0.537 1.567 0.037 0.761 -0.824 -0.190
H -0.769 -0.612 -2.089 0.008 0.025 -0.380
H -0.196 0.960 -2.587 0.711 0.187 -0.084
H 1.997 0.520 -2.811 0.568 -0.055 -0.114
H 3.021 -0.556 -1.608 0.160 0.127 -0.098
H -1.031 -1.605 1.720 0.351 0.001 0.134
H -0.053 -1.435 0.350 0.318 -0.012 0.112
H 0.000 -0.213 1.544 -0.400 -1.503 -0.060
H -0.190 0.900 3.321 0.740 -0.204 0.547
H 1.147 0.043 3.604 -0.032 0.091 0.611
O 0.580 0.442 2.948 -0.593 0.577 -0.769
```
Positions in Å, forces in eV/Å.

Results
E_LUMO   -3.064 eV
Molar mass   105.161 g/mol
Total charge   +1
Kohn-Sham gap   10.82 eV